Formula: C3H7ClO2
Source: the OMol25 dataset
Level of theory: ωB97M-V/def2-TZVPD

As for the energy above the lowest of the compared OMol25 structures with the same formula, charge and spin: 529.7 kJ/mol. The value obtained for the highest occupied orbital energy is -10.30 eV. As for the molar mass: 110.540 g mol⁻¹. As for the total energy: -728.9895 Ha.

Last column: Löwdin charge in e.
Cartesian coordinates (Å):
Cl  2.593  -0.141  -0.264  0.447
O  -0.882  1.854  -0.280  -0.037
O  -1.416  -1.144  -0.395  -0.268
C  -0.139  -1.141  0.415  -0.270
C  0.381  1.435  0.216  -0.291
C  0.663  0.043  -0.410  -0.533
H  -2.195  -2.225  -0.672  0.315
H  -1.561  1.206  -0.341  0.053
H  0.091  -0.852  1.582  0.140
H  1.040  2.106  -0.081  0.055
H  0.678  -2.092  0.498  0.137
H  0.255  -0.250  -1.518  0.158
H  0.493  1.200  1.250  0.096